{
  "formula": "C6H5N2O6Ti",
  "method": "wB97M-V/def2-TZVPD",
  "symbols": ["O", "C", "Ti", "O", "C", "C", "O", "C", "O", "C", "O", "H", "N", "C", "N", "O", "H", "H", "H", "H"],
  "xyz": [[1.278, 1.445, -3.805], [1.051, 0.769, -2.904], [-0.341, 0.149, 0.084], [-0.718, 2.699, -1.806], [-0.498, 1.721, -1.214], [-2.175, -0.307, 0.686], [-3.245, -0.501, 1.092], [1.423, -1.158, 0.019], [2.046, -1.968, 0.730], [-0.836, -1.545, -1.131], [-1.233, -2.547, -1.564], [2.138, -0.885, -0.830], [0.165, -0.885, 3.694], [0.150, 0.377, 3.243], [0.206, 1.335, 4.187], [0.112, 0.645, 1.998], [0.009, -1.021, 4.675], [0.059, -1.707, 3.110], [0.232, 2.320, 3.956], [0.180, 1.079, 5.166]],
  "s2": 2.06,
  "relative_energy_kj_mol": 66.6,
  "charge": 1,
  "multiplicity": 3,
  "homo_lumo_gap_ev": [6.423, 6.520],
  "homo_ev": [-11.65, -11.93]
}

***

{
  "formula": "C3H6F3GaN",
  "method": "wB97M-V/def2-TZVPD",
  "symbols": ["N", "C", "C", "Ga", "C", "F", "F", "F", "H", "H", "H", "H", "H", "H"],
  "xyz": [[3.112, -0.431, 0.574], [2.040, -0.380, -0.161], [0.886, 0.598, 0.331], [-0.819, 0.473, -0.817], [-2.259, -0.677, 0.190], [-2.491, -0.116, 1.448], [-1.830, -2.002, 0.303], [-3.459, -0.617, -0.552], [2.970, 0.211, 1.363], [1.946, -0.975, -1.099], [1.309, 1.637, 0.245], [0.631, 0.419, 1.411], [-0.553, -0.084, -2.305], [-1.481, 1.945, -0.929]],
  "charge": -1,
  "homo_lumo_gap_ev": 8.973,
  "homo_ev": -5.01
}

***

{
  "formula": "C6H14N4",
  "method": "wB97M-V/def2-TZVPD",
  "symbols": ["C", "C", "C", "C", "C", "C", "N", "N", "N", "N", "H", "H", "H", "H", "H", "H", "H", "H", "H", "H", "H", "H", "H", "H"],
  "xyz": [[-0.455, -0.889, 1.213], [-1.598, -0.393, 0.368], [-1.170, 0.455, -0.864], [0.999, 1.456, -0.146], [-0.656, -0.387, -2.028], [1.977, 0.427, -0.467], [0.350, 0.523, 2.923], [-0.263, 1.507, -0.403], [0.249, 0.026, 1.833], [-0.043, -2.139, 1.130], [-2.169, -1.250, 0.006], [-2.260, 0.202, 1.005], [-2.073, 0.972, -1.206], [1.433, 2.372, 0.258], [-0.105, 0.232, -2.734], [-1.510, -0.788, -2.570], [-0.037, -1.225, -1.722], [2.699, 0.304, 0.339], [2.583, 0.825, -1.295], [1.579, -0.530, -0.779], [1.075, 1.245, 3.046], [-0.747, 2.382, -0.208], [-0.513, -2.814, 0.538], [0.654, -2.513, 1.764]],
  "relative_energy_kj_mol": 332.1,
  "smiles": "[H]/N=N/C(=[NH2+])C[C@H](C)/[NH+]=C\\C",
  "charge": 2,
  "homo_lumo_gap_ev": 9.574,
  "homo_ev": -18.34
}

***

{
  "formula": "C4H7NO",
  "method": "wB97M-V/def2-TZVPD",
  "symbols": ["C", "N", "C", "C", "C", "O", "H", "H", "H", "H", "H", "H", "H"],
  "xyz": [[0.394, -0.813, -1.593], [1.164, -1.118, -0.403], [-0.258, -0.762, -0.262], [-0.651, 0.614, 0.240], [-0.447, 0.963, 1.650], [0.515, 1.308, 0.660], [0.572, 0.159, -2.058], [0.204, -1.628, -2.285], [1.803, -0.357, -0.179], [-0.820, -1.613, 0.110], [-1.377, 1.230, -0.318], [-0.869, 1.864, 2.092], [-0.230, 0.153, 2.346]],
  "relative_energy_kj_mol": 309.5,
  "smiles": "C1N[C@H]1[C@H]1CO1",
  "charge": 0,
  "homo_lumo_gap_ev": 10.675,
  "homo_ev": -9.51
}

***

{
  "formula": "C8H10",
  "method": "wB97M-V/def2-TZVPD",
  "symbols": ["C", "C", "C", "C", "C", "C", "C", "C", "H", "H", "H", "H", "H", "H", "H", "H", "H", "H"],
  "xyz": [[-2.291, 0.188, -0.252], [-1.423, 0.344, 1.011], [-0.158, 0.012, 0.180], [-1.266, -0.692, -0.949], [0.722, 1.205, -0.131], [2.089, 0.806, -0.275], [2.193, -0.721, 0.115], [0.864, -1.044, 0.373], [-2.137, 1.179, -0.729], [-3.414, -0.236, -0.192], [-1.518, 1.048, 1.765], [-1.650, -0.510, 1.568], [-1.225, -0.573, -2.063], [-1.344, -1.781, -0.501], [0.251, 2.133, -0.337], [2.831, 1.474, -0.600], [3.196, -1.325, -0.032], [0.621, -1.999, 0.692]],
  "relative_energy_kj_mol": 405.3,
  "smiles": "C1=CC2(C=C1)CCC2",
  "charge": 0,
  "homo_lumo_gap_ev": 8.972,
  "homo_ev": -8.23
}

***

{
  "formula": "C15H13AgClN4O2S",
  "method": "wB97M-V/def2-TZVPD",
  "symbols": ["Ag", "S", "C", "N", "N", "C", "C", "C", "C", "C", "C", "N", "N", "C", "C", "C", "C", "C", "C", "H", "H", "H", "H", "H", "H", "H", "H", "H", "H", "H", "Cl", "C", "C", "O", "O", "H", "H"],
  "xyz": [[0.016, -0.237, 0.153], [-1.946, -1.710, 0.241], [-3.122, -0.413, 0.197], [-4.384, -0.701, 0.339], [-5.324, 0.260, 0.037], [-5.390, 1.211, -0.992], [-4.638, 1.135, -2.174], [-4.815, 2.078, -3.172], [-5.736, 3.113, -3.034], [-6.495, 3.177, -1.876], [-6.328, 2.238, -0.867], [-2.817, 0.968, 0.134], [-1.688, 1.286, -0.185], [-1.436, 2.696, -0.089], [-2.456, 3.648, -0.052], [-2.136, 4.994, -0.015], [-0.805, 5.400, -0.004], [0.207, 4.450, -0.035], [-0.107, 3.099, -0.094], [-6.184, 0.089, 0.518], [-3.925, 0.334, -2.315], [-4.224, 2.000, -4.077], [-5.863, 3.849, -3.818], [-7.221, 3.972, -1.745], [-6.919, 2.302, 0.041], [-3.486, 3.312, -0.063], [-2.928, 5.732, 0.004], [-0.558, 6.454, 0.013], [1.245, 4.758, -0.019], [0.678, 2.351, -0.130], [3.266, -3.049, -1.765], [2.603, -2.368, -0.243], [3.092, -0.927, -0.004], [4.307, -0.750, 0.036], [2.188, -0.030, 0.167], [2.958, -2.999, 0.565], [1.527, -2.423, -0.309]],
  "charge": -1,
  "homo_lumo_gap_ev": 6.375,
  "homo_ev": -4.57
}

***

{
  "formula": "C4H14N2O",
  "method": "wB97M-V/def2-TZVPD",
  "symbols": ["C", "C", "C", "C", "N", "N", "H", "H", "H", "H", "H", "H", "H", "H", "H", "H", "H", "H", "H", "H", "O"],
  "xyz": [[-1.856, 0.729, -1.095], [-1.028, 0.348, 0.126], [-0.090, -0.822, -0.125], [0.829, -0.585, -1.340], [2.140, -1.347, -1.235], [-1.982, 0.014, 1.197], [-2.572, 1.505, -0.850], [-1.269, 0.963, -1.974], [-2.460, -0.138, -1.364], [-0.455, 1.230, 0.433], [-0.670, -1.731, -0.330], [0.477, -0.960, 0.809], [0.383, -0.986, -2.241], [1.091, 0.473, -1.354], [2.028, -2.193, -1.783], [2.222, -1.695, -0.286], [-1.516, -0.237, 2.060], [-2.538, 0.827, 1.450], [1.719, 1.555, 2.267], [3.021, 1.137, 2.958], [2.525, 1.912, 2.677]],
  "relative_energy_kj_mol": 112.4,
  "smiles": "C[C@@H](N)CCN.O",
  "charge": 0,
  "homo_lumo_gap_ev": 10.041,
  "homo_ev": -9.44
}

***

Number 1: electronic energy -44675.122 eV. Number 2: electronic energy -65226.794 eV. Number 3: electronic energy -12390.497 eV. Number 4: electronic energy -7796.436 eV. Number 5: electronic energy -8454.069 eV. Number 6: electronic energy -53179.079 eV. Number 7: electronic energy -9402.442 eV.